An isolated ion of composition C3H5N3O and charge +2 in a non-equilibrium geometry. Source: OMol25; level of theory: the ωB97M-V functional and the def2-TZVPD basis.

Calculated values
DFT total energy: -355.925635 Eh
Total charge: +2
Maximum force: 0.0832 hartree/bohr
HOMO energy (alpha / beta): -20.2 / -19.7 eV

Geometry (Å):
C 0.4247 -1.0789 -0.5117
C -1.5910 0.4161 -0.1720
C 1.4651 -0.8982 0.4338
N -0.6687 -0.2720 -0.3720
N 1.9006 0.7204 -0.0573
N -2.5322 1.2346 0.0836
O 2.9582 0.9093 -0.2506
H 0.4615 -1.6938 -1.3644
H 1.1636 -0.7283 1.5029
H 2.1502 -1.7678 0.2907
H -3.5081 0.9452 0.2603
H -2.2237 2.2135 0.1567

natural (NBO) atomic charge list, values in e, 5 entries: atom 1 (C): 0.24, atom 2 (C): 0.87, atom 3 (C): -0.44, atom 4 (N): -0.36, atom 5 (N): 0.42